Entry 1:
# C4H12N2

One molecule with the formula C4H12N2 in a non-equilibrium geometry (ωB97M-V/def2-TZVPD, the Open Molecules 2025 dataset).

## Properties
SMILES	CNC[C@@H](C)N
max |F|	2.17	eV Å⁻¹
LUMO	1.1312	eV
Kohn-Sham gap	10.46	eV
HOMO level	-9.33	eV
net charge	0

```
18
Properties=species:S:1:pos:R:3:forces:R:3
C 2.15591 -1.55723 -0.62633 -1.5492 -0.5252 -0.8269
N 0.97779 -1.14102 0.15830 0.9961 0.9478 0.4405
C 0.36423 0.07142 -0.41198 0.0079 -0.3450 -1.4394
C -0.87224 0.44561 0.36135 -0.6361 -0.1744 1.9660
C -1.09595 1.88538 0.79979 -0.9476 0.7747 -1.7872
N -2.08012 -0.05850 -0.33958 0.5669 -0.2569 0.4351
H 1.73507 -1.78706 -1.61381 0.3837 0.2650 -0.1564
H 2.92852 -0.79734 -0.72993 0.2296 -0.0245 0.0952
H 2.51569 -2.53262 -0.30786 0.3379 0.2320 0.4943
H 1.34866 -0.80208 1.04608 -0.2043 -0.4795 0.2008
H 1.05671 0.90345 -0.58965 0.1835 0.1007 0.5068
H 0.06010 -0.19561 -1.43647 -0.0772 0.0637 0.1373
H -0.76077 -0.07187 1.33675 -0.0194 -0.2338 -0.3185
H -0.36517 2.33945 1.45840 0.2650 -0.2074 0.0249
H -2.09555 2.00545 1.22646 0.1508 -0.3884 0.4960
H -1.23815 2.50198 -0.10443 0.5690 0.0737 0.1507
H -2.80872 -0.19791 0.35763 -0.0783 0.2620 -0.1053
H -1.82603 -1.01150 -0.58472 -0.1783 -0.0848 -0.3140
```
Forces are in eV/Å.

Entry 2:
# C3H6N2O

C3H6N2O as an isolated structure in a non-equilibrium geometry (ωB97M-V/def2-TZVPD, the Open Molecules 2025 dataset).

## Properties
max |F|	1.23	eV Å⁻¹
LUMO	0.8085	eV
Kohn-Sham gap	9.82	eV
HOMO level	-9.01	eV
net charge	0

```
12
Properties=species:S:1:pos:R:3:forces:R:3
C 1.05291 -0.64170 0.92073 -0.0460 -0.0005 -0.0450
N -1.23284 1.31063 -0.76402 -0.0841 -0.1402 -0.0158
C -0.25059 -0.94093 0.16468 0.2483 0.6614 0.0653
C 0.84675 0.48808 -0.06470 -0.4640 -0.8785 -0.2096
N -0.49124 0.66217 0.25048 0.2316 -0.6663 -0.3656
O 0.26776 -0.98847 -1.12175 -0.0012 0.9613 0.7644
H -1.35450 0.66763 -1.54997 0.1757 0.0705 0.0783
H -2.14246 1.55017 -0.38738 0.1151 -0.1017 0.0441
H -1.05330 -1.61636 0.47403 0.0393 0.0893 -0.0807
H 1.49100 1.18530 -0.59430 -0.0777 -0.0661 -0.0655
H 1.00990 -0.33859 1.96827 -0.0556 0.0327 -0.1168
H 1.85661 -1.33793 0.70392 -0.0813 0.0382 -0.0530
```
Forces are in eV/Å.

Entry 3:
# C3H6N2O2

One molecule with the formula C3H6N2O2 (ωB97M-V/def2-TZVPD, the Open Molecules 2025 dataset).

## Properties
max |F|	0.61	eV Å⁻¹
LUMO	0.6291	eV
Kohn-Sham gap	9.35	eV
HOMO level	-8.72	eV
net charge	0

```
13
Properties=species:S:1:pos:R:3:forces:R:3
N 1.22468 -0.04430 1.03723 0.0933 0.1428 0.0636
C 0.55201 1.13295 0.81490 -0.0178 0.0468 0.1645
O 0.67417 2.11151 1.52269 -0.0401 -0.4265 -0.1730
C -0.35724 1.15642 -0.41004 0.0894 0.1350 -0.1502
O -1.60381 0.43266 -0.34242 -0.2092 -0.3012 -0.0806
C -1.81180 -0.75957 -0.92429 0.5980 0.0838 0.0635
N -0.69154 -1.55221 -0.86864 -0.5738 0.0183 -0.0116
H 1.97379 0.00958 1.71447 -0.1229 -0.0522 -0.0682
H 1.36676 -0.65813 0.24972 0.1283 0.1322 0.0715
H 0.19185 0.82200 -1.29776 -0.0239 0.0130 0.1386
H -0.64970 2.20035 -0.52690 0.0063 -0.1608 -0.0311
H -0.25235 -1.65693 0.04093 0.2292 0.3288 -0.1047
H -0.81495 -2.44306 -1.32761 -0.1569 0.0399 0.1176
```
Forces are in eV/Å.

Entry 4:
# C15H13GaI2LaNO7S2

C15H13GaI2LaNO7S2 as an isolated structure in a non-equilibrium geometry (ωB97M-V/def2-TZVPD, the Open Molecules 2025 dataset).

## Properties
max |F|	11.31	eV Å⁻¹
LUMO (alpha / beta)	-17.1086 / -17.1101	eV
Kohn-Sham gap (alpha / beta)	2.85 / 2.82	eV
HOMO level (alpha / beta)	-19.96 / -19.93	eV
net charge	+4

```
42
Properties=species:S:1:pos:R:3:forces:R:3
I -1.05994 4.22798 1.62658 -1.1489 -0.4589 -1.1088
I -2.79401 3.54607 -0.58065 1.0084 0.1061 1.2204
La -1.12620 0.61339 -1.03215 -3.3324 -0.3994 -0.1750
Ga 1.47351 0.86188 0.86579 -3.5522 2.5779 -2.9609
S 0.83326 2.48820 -0.81683 -0.0749 -1.5163 1.3978
C 3.31853 1.12346 0.60634 10.2662 1.3083 0.1637
C 1.65415 -0.33658 2.25651 2.5090 -6.1636 9.1432
C 2.00339 2.74122 -2.31746 1.4874 0.5958 -0.2415
C 1.18457 3.29047 -3.48292 -0.8988 -0.1850 0.6165
C 2.86051 1.56353 -2.73220 -0.2969 -0.1285 0.1133
C 2.79947 3.84335 -1.59234 -0.1105 0.0981 -0.3441
C -1.86254 -1.89194 -2.02644 -4.5220 -6.1582 -0.4887
C -0.02067 -0.03743 -3.82178 0.7096 -0.2299 -4.5286
O 1.99684 -0.99474 3.18018 -2.5395 4.2979 -6.3059
O 4.46862 1.30635 0.61884 -6.3144 -0.9442 -0.2346
O -2.54183 -2.84554 -2.13027 4.2148 5.6549 0.4822
O 0.20297 -0.12542 -4.94903 -0.8735 0.2325 4.5874
H 1.88639 3.72543 -4.21798 -0.2230 -0.1293 0.3291
H 0.49564 4.07032 -3.12732 0.2390 0.0438 -0.3399
H 0.58501 2.51115 -3.98164 0.3433 0.3010 0.0538
H 3.59457 1.96900 -3.45201 -0.1442 -0.3290 0.3096
H 2.28075 0.77684 -3.23899 0.3454 0.2640 0.1668
H 3.38911 1.13556 -1.87239 0.1618 -0.0100 -0.3740
H 3.51897 4.27381 -2.29685 -0.0042 0.1006 0.2634
H 3.30577 3.40721 -0.71326 0.0563 0.4649 -0.4323
H 2.07773 4.60931 -1.24674 0.7233 -0.0364 -0.1687
O -4.91605 -2.33354 1.17833 0.7020 0.8519 0.3117
S -4.09246 -1.68223 2.15644 -1.6613 -0.7087 0.6195
O -4.63179 -1.10522 3.35215 0.6174 0.1261 -1.3239
N -3.02632 -0.60487 1.33561 0.5915 -0.1947 0.1620
C -1.81830 -1.03923 1.54928 -1.2327 -0.2835 -0.3260
O -0.88276 -0.23588 1.11096 3.6518 1.8315 -1.4440
C -1.55209 -2.32996 2.15730 -0.1647 0.3884 -0.0638
C -0.42322 -3.13652 2.34386 0.1686 -0.1476 0.3183
C -0.58330 -4.33961 3.04325 0.5954 0.1321 -0.2677
C -1.84165 -4.72082 3.52137 0.4337 0.1724 -0.1696
C -2.94407 -3.91104 3.27023 -0.5427 -0.7318 0.5275
C -2.78709 -2.75202 2.59610 0.1289 -0.5602 0.2299
H 0.56198 -2.86016 1.96259 -0.2897 -0.1335 0.0792
H 0.28604 -4.99112 3.21985 -0.5057 0.3788 -0.1330
H -1.94768 -5.64121 4.07683 -0.0540 -0.0515 0.0329
H -3.92580 -4.16945 3.60088 -0.4672 -0.4265 0.3026
```
Forces are in eV/Å.